130
Properties=species:S:1:pos:R:3:lowdin_spin:R:1 method="wB97M-V/def2-TZVPD" homo_energy_ev="0.4 / -6.4" charge=-1 energy_ha=-2528.99198 fmax_ev_per_a=3.5 spin_multiplicity=2 lumo_energy_ev="2.016 / 1.998"
C 20.2921 9.4561 4.3769 0.0000
C 20.5405 8.1383 3.6790 0.0000
N 21.2911 8.1607 2.4839 0.0000
C 20.3934 8.6549 1.3958 0.0002
C 21.1459 8.8159 0.0926 0.0004
C 21.9008 6.8348 2.2179 0.0000
C 20.9174 5.6994 1.8611 0.0001
H 19.5944 10.0906 3.8303 0.0000
H 21.2741 9.9103 4.5093 0.0000
H 19.8517 9.3046 5.3624 0.0000
H 21.1979 7.5516 4.3206 0.0000
H 19.5977 7.6126 3.5276 0.0000
H 19.5630 7.9790 1.1918 0.0000
H 20.0454 9.6430 1.6972 0.0001
H 22.1277 9.2846 0.1589 0.0000
H 21.1892 7.9800 -0.6056 0.0001
H 20.4881 9.5380 -0.3911 0.0005
H 22.4292 6.5125 3.1152 0.0000
H 22.6213 7.0202 1.4213 0.0000
H 20.3234 5.8746 0.9641 0.0001
H 20.2551 5.4185 2.6800 0.0000
H 21.4534 4.7597 1.7279 0.0000
C 12.3827 10.8486 -3.9605 0.1084
C 13.3024 10.2236 -2.9151 0.0284
O 12.7988 9.4170 -2.1322 0.0050
N 14.5465 10.6534 -2.8964 0.0226
C 15.4548 10.3120 -1.8309 0.0296
H 12.8267 10.7577 -4.9518 0.0456
H 12.3309 11.9286 -3.8222 0.0117
H 11.3472 10.5084 -3.9550 0.0185
H 14.8091 11.3814 -3.5454 0.0362
H 15.3244 11.0038 -0.9988 0.0024
H 16.5227 10.3601 -2.0440 0.0099
H 15.3099 9.2916 -1.4760 0.0004
C 18.6434 0.1483 2.1366 0.0003
C 18.5345 1.5150 1.5490 0.0002
O 18.3759 2.5062 2.2556 0.0000
N 18.7032 1.6387 0.2200 0.0002
C 18.6821 2.9161 -0.5547 0.0005
H 17.7279 -0.3719 2.4182 0.0001
H 19.1877 0.2083 3.0792 0.0000
H 19.1902 -0.5405 1.4927 0.0000
H 18.8502 0.7737 -0.2803 0.0002
H 17.9250 3.5497 -0.0926 0.0001
H 18.3366 2.6224 -1.5459 0.0001
H 19.6671 3.3559 -0.7113 0.0002
C 12.9742 2.7525 -1.6177 0.0033
C 13.8301 3.2535 -2.7516 0.0026
O 15.0523 3.1802 -2.6842 0.0016
N 13.2461 3.8717 -3.7680 0.0029
C 13.8026 4.3399 -5.0269 0.0728
H 13.1355 3.3976 -0.7540 0.0002
H 13.3644 1.7848 -1.3023 0.0005
H 11.9092 2.7143 -1.8465 0.0015
H 12.2645 4.0682 -3.6336 0.0014
H 14.3580 5.2729 -4.9316 0.0238
H 13.0131 4.5099 -5.7590 0.0271
H 14.5731 3.6447 -5.3600 0.0048
C 12.0974 3.5177 2.9110 0.0009
C 13.3262 4.0525 2.1415 0.0003
O 13.4640 5.2369 2.0144 0.0010
N 14.2040 3.2001 1.6780 0.0002
C 15.4422 3.5170 0.9099 0.0003
H 11.6363 4.3061 3.5058 0.0000
H 12.4974 2.7604 3.5853 0.0001
H 11.3655 3.1498 2.1919 0.0006
H 13.9919 2.2172 1.7735 0.0003
H 15.6807 2.7792 0.1438 0.0001
H 16.2616 3.5973 1.6241 0.0000
H 15.4408 4.4827 0.4044 0.0001
C 19.6312 1.6999 -7.7237 0.0058
C 18.8310 1.8449 -6.4345 0.0060
O 18.6513 0.8579 -5.7279 0.0008
N 18.4225 3.0621 -6.0728 0.0041
C 17.8037 3.3986 -4.7914 0.0123
H 19.6362 2.6460 -8.2648 0.0019
H 19.1684 0.9571 -8.3735 0.0003
H 20.6299 1.4204 -7.3881 0.0002
H 18.5514 3.8604 -6.6780 0.0146
H 17.7599 4.4845 -4.7068 0.0095
H 18.3945 2.9538 -3.9907 0.0003
H 16.7896 3.0299 -4.6374 0.0007
C 17.7224 7.4958 -1.5964 0.0068
C 17.5933 6.0680 -2.0644 0.0093
O 18.5656 5.3832 -2.4802 0.0072
N 16.3430 5.6297 -2.3096 0.0019
C 15.1822 6.3629 -1.8714 0.0076
H 17.3322 8.2220 -2.3095 0.0091
H 18.7564 7.7884 -1.4142 0.0002
H 17.2588 7.5852 -0.6140 0.0001
H 16.1793 4.7109 -2.6958 0.0003
H 14.3266 5.7071 -2.0330 0.0005
H 14.9460 7.3178 -2.3410 0.0057
H 15.2711 6.5027 -0.7941 0.0004
C 8.4438 5.1515 -4.3822 0.0495
C 9.8785 5.4915 -3.9318 0.0296
O 10.4590 4.8617 -3.0793 0.0031
N 10.4228 6.4656 -4.6357 0.0256
C 11.7096 7.0608 -4.3668 0.0969
H 7.7595 5.4964 -3.6070 0.0033
H 8.3378 4.0672 -4.4165 0.0036
H 8.1341 5.6357 -5.3084 0.0163
H 9.8705 6.9479 -5.3303 0.0610
H 12.0693 6.8547 -3.3587 0.0006
H 11.5973 8.1299 -4.5473 0.0185
H 12.5185 6.7559 -5.0307 0.0359
C 22.1032 12.1500 -5.0438 0.0079
C 21.7942 10.9958 -4.1144 0.0077
O 22.4264 10.9506 -3.0754 0.0005
N 20.8893 10.0962 -4.5103 0.0058
C 20.5700 8.9012 -3.7605 0.0246
H 22.4320 13.0369 -4.5022 0.0002
H 21.2298 12.4370 -5.6294 0.0034
H 22.9673 11.8719 -5.6472 0.0005
H 20.5883 10.1282 -5.4739 0.0127
H 19.4918 8.7955 -3.6404 0.0112
H 21.0631 8.8583 -2.7894 0.0001
H 20.9899 8.0273 -4.2587 0.0043
C 14.0300 8.7354 1.7028 0.0009
C 15.4984 8.2898 1.8379 0.0001
O 16.3815 9.1385 1.7470 0.0004
N 15.7310 7.0081 2.0410 0.0002
C 17.0563 6.3736 2.3347 0.0002
H 13.2899 8.1394 2.2367 0.0001
H 13.7304 8.6171 0.6614 0.0004
H 13.9496 9.7889 1.9706 0.0004
H 14.9570 6.3604 2.0811 0.0000
H 17.6102 7.1180 2.9067 0.0000
H 17.6566 6.1632 1.4495 0.0001
H 16.9690 5.4916 2.9692 0.0000

139
Properties=species:S:1:pos:R:3:lowdin_spin:R:1 method="wB97M-V/def2-TZVPD" homo_energy_ev="-8.3 / -8.3" e_above_lowest_kcal_mol=0.0 energy_ha=-4695.18521 fmax_ev_per_a=8.5 spin_multiplicity=3 lumo_energy_ev="-0.510 / -0.538"
O 23.8173 -18.2690 25.8995 -0.1843
V 23.7614 -17.9048 24.3716 2.0590
N 24.2407 -15.9128 24.5925 0.0267
S 23.3376 -14.6127 25.3717 0.0087
O 22.1559 -14.2601 24.6093 0.0046
O 23.9777 -13.4556 25.9781 0.0034
F 22.8715 -15.5320 26.5906 0.0018
S 25.2093 -14.8405 24.0169 0.0102
O 26.4454 -14.5747 24.7149 0.0050
O 24.6769 -13.7691 23.1890 0.0046
F 25.8182 -15.8504 22.9243 0.0088
C 21.0734 -10.7824 25.2833 0.0000
C 20.6923 -11.9443 26.2290 0.0001
N 19.9840 -11.5781 27.4560 0.0000
C 21.0114 -10.9353 28.2639 0.0000
C 20.8610 -11.1857 29.7530 0.0000
C 18.7664 -10.7528 27.3161 0.0000
C 17.7162 -11.4670 26.5412 0.0000
H 21.8102 -10.0860 25.6836 0.0000
H 20.2011 -10.1302 25.2402 0.0000
H 21.3469 -11.1955 24.3124 0.0000
H 20.0666 -12.6209 25.6470 0.0000
H 21.5858 -12.5356 26.4290 0.0001
H 20.9402 -9.8719 28.0358 0.0000
H 22.0471 -11.1979 28.0482 0.0000
H 19.9010 -10.7005 29.9290 0.0000
H 21.6329 -10.6704 30.3247 0.0000
H 20.9395 -12.2592 29.9244 0.0000
H 18.3622 -10.5969 28.3163 0.0000
H 19.0175 -9.7758 26.9029 0.0000
H 16.7236 -11.1222 26.8313 0.0000
H 17.8360 -11.5252 25.4594 0.0000
H 17.7326 -12.5106 26.8555 0.0000
C 21.6895 -11.8709 21.0739 0.0000
C 20.2705 -11.8770 20.3076 0.0000
N 19.4096 -12.8994 21.0356 0.0000
C 18.1379 -13.1680 20.3369 0.0000
C 17.1203 -12.0447 20.6374 0.0000
C 19.3231 -12.6475 22.5272 0.0000
C 18.3880 -13.6382 23.2471 0.0000
H 22.4776 -11.3559 20.5246 0.0000
H 22.0333 -12.8864 21.2708 0.0000
H 21.6292 -11.2795 21.9876 0.0000
H 19.8041 -10.8955 20.3933 0.0000
H 20.3482 -12.0125 19.2288 0.0000
H 18.3133 -13.2148 19.2622 0.0000
H 17.7662 -14.0971 20.7690 0.0000
H 16.1535 -12.1865 20.1543 0.0000
H 16.8737 -11.7780 21.6651 0.0000
H 17.4960 -11.1295 20.1799 0.0000
H 19.2233 -11.5981 22.8048 0.0000
H 20.3142 -12.9064 22.8998 0.0000
H 18.6466 -14.6503 22.9358 0.0000
H 17.3432 -13.3974 23.0508 0.0000
H 18.5205 -13.5310 24.3236 0.0000
C 20.3081 -17.0621 24.4894 0.0036
O 21.4721 -17.4729 24.4206 0.0255
N 19.2818 -17.6881 23.8213 0.0015
C 17.8526 -17.1994 23.8349 0.0004
C 19.5425 -18.8877 23.0251 0.0000
H 20.0168 -16.1376 25.0116 0.0003
H 17.6890 -16.5260 24.6763 0.0000
H 17.0645 -17.9493 23.9027 0.0000
H 17.8180 -16.6638 22.8862 0.0001
H 20.2144 -19.4826 23.6438 0.0000
H 18.5964 -19.3883 22.8190 0.0000
H 20.0041 -18.5799 22.0869 0.0000
C 22.8950 -17.7063 21.1378 0.0024
O 23.4356 -17.7135 22.2504 0.0121
N 22.0914 -16.7284 20.6736 0.0030
C 21.5416 -15.6350 21.4623 0.0002
C 21.5247 -16.8176 19.3260 0.0002
H 23.0396 -18.4234 20.3150 0.0000
H 22.2109 -15.2241 22.2182 0.0000
H 20.5937 -16.0001 21.8576 0.0001
H 21.2397 -14.7697 20.8722 0.0000
H 20.4422 -16.9224 19.3988 0.0001
H 21.7057 -15.9072 18.7548 0.0001
H 21.9014 -17.6255 18.6988 0.0000
C 19.2901 -15.0273 28.0863 0.0000
O 18.4625 -15.2499 27.2117 0.0000
N 20.1986 -15.9047 28.4650 0.0000
C 21.2343 -15.6195 29.4047 0.0000
C 20.3406 -17.2054 27.7530 -0.0001
H 19.3298 -14.0921 28.6660 0.0000
H 21.3478 -16.3873 30.1701 0.0000
H 21.1152 -14.6994 29.9768 0.0000
H 22.2164 -15.4454 28.9652 0.0000
H 19.4976 -17.4842 27.1208 0.0000
H 21.2867 -17.3015 27.2202 -0.0001
H 20.3489 -18.0165 28.4812 0.0000
C 31.7645 -14.6684 24.6717 0.0000
O 32.6900 -13.9552 24.3225 0.0000
N 30.4462 -14.5773 24.4049 0.0000
C 29.6751 -15.7547 24.6854 0.0000
C 29.8606 -13.5216 23.5930 0.0000
H 31.9234 -15.6160 25.2094 0.0000
H 29.6621 -16.2987 23.7410 0.0000
H 28.6485 -15.5448 24.9856 0.0000
H 29.9107 -16.5490 25.3937 0.0000
H 30.1290 -13.5914 22.5389 0.0000
H 28.7763 -13.4431 23.6726 0.0000
H 30.2840 -12.5791 23.9403 0.0000
C 26.5180 -9.0130 26.1575 0.0000
O 25.7301 -8.1077 26.0368 0.0000
N 26.0763 -10.2867 26.3483 0.0000
C 26.9519 -11.4383 26.3030 0.0000
C 24.6157 -10.5864 26.5050 0.0000
H 27.6028 -8.8990 26.3073 0.0000
H 26.7150 -12.0980 25.4682 0.0000
H 26.7644 -12.0204 27.2052 0.0000
H 28.0134 -11.1922 26.2732 0.0000
H 24.2598 -11.0831 25.6023 0.0000
H 24.4247 -11.1581 27.4131 0.0000
H 23.9453 -9.7322 26.5997 0.0000
C 29.0753 -18.3726 27.5212 0.0000
O 29.1424 -18.7169 26.3422 0.0001
N 28.1775 -17.5151 28.0384 0.0001
C 28.1212 -17.0451 29.3800 0.0000
C 27.1240 -16.8518 27.2375 0.0006
H 29.7943 -18.6518 28.3069 0.0000
H 28.9750 -17.2836 30.0141 0.0000
H 27.2704 -17.4472 29.9300 0.0000
H 27.9786 -15.9655 29.4267 0.0000
H 27.3742 -15.7910 27.2508 0.0000
H 27.1464 -17.3073 26.2475 0.0008
H 26.1204 -16.9365 27.6541 0.0000
C 27.3782 -11.7665 21.8034 0.0000
O 28.5610 -11.8630 21.4507 0.0000
N 26.9004 -10.5610 22.2099 0.0000
C 25.4239 -10.5292 22.5245 0.0000
C 27.6225 -9.3355 22.4184 0.0000
H 26.7497 -12.6704 21.8114 0.0000
H 25.2297 -10.3149 23.5754 0.0000
H 24.8868 -11.4410 22.2635 0.0000
H 24.9749 -9.7028 21.9734 0.0000
H 27.6583 -9.1547 23.4927 0.0000
H 28.6951 -9.3956 22.2338 0.0000
H 27.1878 -8.5027 21.8656 0.0000

135
Properties=species:S:1:pos:R:3:mulliken_charge:R:1 method="wB97M-V/def2-TZVPD" homo_energy_ev=-9.8 charge=+1 energy_ha=-5536.43279 fmax_ev_per_a=2.9 lumo_energy_ev=-2.523
C -4.0807 4.5971 3.1097 -1.3874
C -4.2182 3.1872 3.6601 -0.5749
C -3.9065 2.1179 2.6005 -0.6083
C -2.4358 1.6749 2.7446 -0.5312
C -1.7142 1.4657 1.4063 -0.5302
C -1.4943 -0.0223 1.0732 -0.6509
C -0.1244 -0.3709 0.5037 0.2443
C 0.3782 0.5609 -0.6032 -0.3653
C 1.9050 0.5681 -0.6831 -0.6480
C 2.5024 -0.6529 -1.3964 -0.6589
C 3.2327 -0.3168 -2.7213 -0.9399
N 2.5304 0.7272 -3.4718 0.0468
C 1.3564 0.5880 -4.0564 0.2943
N 0.5906 -0.4965 -4.1018 -0.2727
N 0.9965 1.7578 -4.6256 -0.6321
C 1.9618 2.5593 -4.3735 -0.6075
N 2.9463 1.9988 -3.7010 0.4367
C 4.1984 2.5952 -3.2789 -0.1405
C 4.6930 3.6653 -4.2558 0.1184
O 5.1057 4.7130 -3.8104 -0.4859
O 4.7129 3.3002 -5.5650 -0.2413
C 4.0739 4.1970 -6.4762 0.5783
C 2.9957 3.6023 -7.3471 -0.6636
O 4.4060 5.3507 -6.5682 -0.4558
H -4.8472 4.7817 2.3686 0.3029
H -3.1008 4.7495 2.6705 0.3060
H -4.1566 5.3131 3.9189 0.4158
H -5.2037 3.0564 4.0812 0.3514
H -3.5275 3.1218 4.4977 0.4806
H -4.1288 2.5713 1.6397 0.4348
H -4.6160 1.3214 2.7631 0.1120
H -1.9405 2.4466 3.3197 0.5047
H -2.4261 0.7588 3.3185 0.0431
H -0.7914 2.0352 1.3812 0.3974
H -2.3648 1.8828 0.6470 0.2741
H -1.5921 -0.5604 2.0065 0.3669
H -2.3002 -0.3798 0.4461 0.5162
H 0.6314 -0.4579 1.2795 -0.8223
H -0.2134 -1.3583 0.0581 0.2838
H -0.0514 0.2103 -1.5350 0.2370
H 0.0480 1.5848 -0.4830 0.5195
H 2.2844 1.5126 -1.0600 0.1818
H 2.2433 0.5178 0.3435 0.4790
H 3.2266 -1.1163 -0.7453 0.4867
H 1.7414 -1.3887 -1.6116 0.3438
H 3.3472 -1.2001 -3.3348 0.3436
H 4.2255 0.0147 -2.4574 0.3914
H -0.3810 -0.3400 -4.2893 0.2478
H 0.9227 -1.4194 -3.9106 0.2242
H 1.9625 3.5848 -4.6768 0.9257
H 4.0997 3.0303 -2.2997 0.3312
H 4.9829 1.8525 -3.2167 0.4213
H 2.8447 2.5671 -7.0603 0.3150
H 2.0948 4.1344 -7.0780 -0.0153
H 3.2277 3.7298 -8.3868 0.4353
C -4.1074 -3.5548 3.9209 -0.8845
S -4.9605 -1.9975 3.6929 0.3423
O -4.0310 -1.1281 2.9171 -0.4824
C -4.8667 -1.4584 5.4052 -0.8733
H -4.0178 -4.0473 2.9561 0.3150
H -3.1126 -3.3636 4.3251 0.2491
H -4.6756 -4.1918 4.5994 0.4320
H -3.8235 -1.4208 5.7204 0.1982
H -5.4290 -2.1498 6.0323 0.3935
H -5.3067 -0.4650 5.4719 0.3107
C -9.2399 3.8897 3.8424 -0.9733
S -8.6609 2.8613 2.4870 0.3907
O -7.1787 2.8116 2.5805 -0.4919
C -9.0681 4.0283 1.1821 -0.9824
H -9.0399 3.3629 4.7728 0.3086
H -8.7057 4.8399 3.8360 0.2974
H -10.3124 4.0544 3.7397 0.4098
H -8.5456 4.9692 1.3554 0.2874
H -10.1459 4.1885 1.1628 0.4061
H -8.7468 3.5986 0.2359 0.3083
C -0.2513 7.2331 -9.5472 -0.9919
S 0.2624 6.0582 -8.2925 0.5521
O 0.9051 4.9154 -8.9929 -0.6030
C -1.3951 5.5313 -7.8381 -0.9221
H 0.6430 7.6572 -9.9982 0.3387
H -0.8391 6.7200 -10.3077 0.3132
H -0.8370 8.0256 -9.0821 0.3709
H -1.9059 5.1339 -8.7148 0.3151
H -1.9446 6.3787 -7.4288 0.3710
H -1.3080 4.7542 -7.0813 0.2626
C -3.3996 -8.2585 2.9110 -0.9917
S -2.8301 -7.1719 1.6029 0.5390
O -3.0949 -5.7709 2.0413 -0.5766
C -4.0955 -7.6374 0.4144 -1.0309
H -2.7603 -8.1041 3.7771 0.2759
H -4.4324 -8.0175 3.1644 0.3598
H -3.3187 -9.2929 2.5797 0.3993
H -5.0838 -7.4416 0.8311 0.2924
H -3.9875 -8.6938 0.1709 0.3899
H -3.9514 -7.0397 -0.4830 0.3143
C 0.5473 -5.8247 3.0299 -0.7068
S 1.5789 -7.2940 2.9923 0.4484
O 0.6791 -8.4532 2.7355 -0.6166
C 1.9649 -7.2946 4.7450 -0.8115
H 0.1539 -5.6539 2.0295 0.2872
H -0.2813 -5.9730 3.7226 0.1939
H 1.1494 -4.9675 3.3380 0.3352
H 1.0442 -7.3446 5.3256 0.3260
H 2.5201 -6.3908 4.9956 0.3538
H 2.5775 -8.1674 4.9586 0.2069
C 8.5990 7.6681 -9.0570 -0.9147
S 7.5230 6.2582 -9.3497 0.5255
O 7.3818 6.1098 -10.8187 -0.6251
C 6.0210 7.0411 -8.7499 -0.8204
H 9.5960 7.4075 -9.4049 0.3281
H 8.2306 8.5310 -9.6116 0.2940
H 8.6297 7.8855 -7.9893 0.3311
H 5.8227 7.9467 -9.3238 0.4059
H 6.1307 7.2769 -7.6918 0.3307
H 5.2008 6.3400 -8.8796 0.1417
C 2.8577 -0.3590 3.6824 -0.7448
S 1.8824 -1.1702 4.9581 0.3565
O 1.8769 -2.6208 4.6447 -0.5387
C 0.2964 -0.5099 4.4240 -0.5569
H 3.8931 -0.6705 3.8017 0.4577
H 2.4935 -0.6591 2.6983 -0.0950
H 2.7850 0.7221 3.8036 0.3738
H 0.1057 -0.7991 3.3897 -0.1411
H 0.3027 0.5760 4.5213 0.4113
H -0.4749 -0.9274 5.0673 0.3621
C 4.7362 -9.6792 9.3970 -0.9189
S 5.0775 -8.2314 8.3882 0.4952
O 3.7847 -7.5366 8.1615 -0.5921
C 5.4562 -9.1429 6.8848 -0.9056
H 4.4345 -9.3368 10.3842 0.3127
H 3.9301 -10.2584 8.9466 0.3003
H 5.6393 -10.2837 9.4802 0.3568
H 4.6017 -9.7592 6.6042 0.2710
H 6.3359 -9.7649 7.0494 0.3883
H 5.6632 -8.4210 6.0977 0.2950